[1]
{"formula": "C18H29BeGeN6OS", "method": "ωB97M-V with the def2-TZVPD basis set", "elements": ["Be", "C", "N", "C", "C", "S", "N", "C", "C", "H", "H", "H", "H", "H", "H", "H", "H", "H", "H", "H", "H", "C", "Ge", "C", "C", "C", "H", "H", "H", "H", "H", "H", "H", "H", "H", "H", "N", "C", "O", "C", "C", "N", "C", "N", "H", "H", "C", "C", "C", "N", "C", "C", "H", "H", "H", "H", "H"], "coordinates": [[-0.129, 0.526, -0.015], [-1.663, 1.441, 2.761], [-0.881, 0.385, 3.390], [-1.672, -0.784, 3.720], [0.436, 0.443, 3.518], [1.405, 1.572, 2.734], [0.983, -0.538, 4.366], [0.622, -0.352, 5.767], [2.397, -0.825, 4.219], [-2.498, 1.688, 3.421], [-2.022, 1.071, 1.801], [-1.045, 2.315, 2.597], [-2.331, -0.972, 2.873], [-2.283, -0.604, 4.611], [-1.027, -1.642, 3.880], [-0.452, -0.227, 5.878], [1.126, 0.529, 6.188], [0.922, -1.233, 6.337], [2.637, -0.982, 3.172], [2.605, -1.742, 4.774], [3.033, -0.016, 4.598], [-4.053, -0.945, 1.007], [-2.575, -1.385, -0.259], [-3.261, -0.576, -1.936], [-2.786, -3.337, -0.517], [-0.789, -0.924, 0.148], [-5.004, -1.309, 0.614], [-4.156, 0.132, 1.150], [-3.886, -1.416, 1.978], [-4.294, -0.868, -2.138], [-2.634, -0.889, -2.771], [-3.223, 0.512, -1.865], [-3.832, -3.611, -0.663], [-2.404, -3.872, 0.353], [-2.221, -3.663, -1.391], [-0.187, -1.836, 0.069], [0.911, 3.515, -0.038], [-0.423, 3.218, -0.056], [-0.801, 2.010, -0.133], [-1.365, 4.259, -0.004], [-0.918, 5.594, 0.093], [-0.486, 6.660, 0.206], [-2.745, 3.959, 0.003], [-3.876, 3.734, 0.017], [1.500, 2.782, 0.320], [1.160, 4.445, 0.264], [3.874, -0.236, -1.930], [2.987, 0.637, -2.547], [1.815, 0.953, -1.884], [1.526, 0.453, -0.679], [2.381, -0.377, -0.077], [3.569, -0.751, -0.680], [4.798, -0.510, -2.425], [3.182, 1.057, -3.522], [1.072, 1.607, -2.316], [2.060, -0.751, 0.883], [4.234, -1.435, -0.171]], "atomic_forces_ev_per_a": [[0.0, 0.4, -0.4], [0.1, -0.1, 0.0], [-0.1, 0.3, 0.2], [0.0, -0.1, 0.0], [0.1, -0.2, -0.2], [0.1, 0.0, 0.2], [0.0, 0.2, -0.1], [-0.1, -0.1, 0.0], [0.0, 0.0, 0.0], [-0.1, 0.0, -0.1], [-0.1, 0.1, 0.0], [0.0, 0.0, 0.0], [0.2, 0.0, 0.1], [0.0, 0.0, 0.0], [0.0, 0.0, 0.0], [0.0, 0.0, 0.0], [0.0, 0.0, 0.0], [0.0, 0.0, 0.0], [0.0, 0.0, 0.0], [0.0, 0.0, 0.0], [0.0, 0.0, 0.0], [0.0, 0.0, 0.1], [-0.1, 0.0, -0.1], [0.0, 0.0, 0.0], [0.0, 0.0, 0.0], [-0.2, -0.1, 0.2], [0.0, -0.1, -0.1], [0.0, 0.1, 0.1], [-0.2, 0.0, 0.0], [-0.1, 0.0, 0.0], [0.0, 0.0, 0.0], [0.0, 0.1, 0.0], [-0.1, 0.0, 0.0], [0.0, 0.0, 0.0], [0.0, 0.0, 0.0], [0.1, 0.0, 0.0], [0.0, 0.1, -0.1], [0.0, -0.1, 0.1], [0.3, -0.4, -0.1], [0.1, 0.0, -0.1], [-0.1, 0.0, 0.2], [0.0, 0.1, -0.1], [-0.1, 0.1, -0.1], [-0.1, 0.0, 0.0], [0.0, -0.1, 0.1], [0.0, 0.0, 0.0], [0.1, 0.0, -0.1], [-0.1, -0.1, 0.2], [0.2, -0.1, 0.1], [-0.4, 0.2, 0.2], [0.2, 0.0, -0.3], [-0.1, 0.1, 0.0], [0.0, 0.0, 0.0], [0.0, 0.0, 0.0], [0.0, 0.0, 0.0], [0.0, 0.0, 0.1], [0.0, 0.0, 0.0]], "total_charge": -1, "mol_weight_g_mol": 459.16, "homo_energy_ev": -2.62, "lumo_ev": 2.42, "homo_lumo_gap_ha": 0.1854}

[2]
{"formula": "C5H9NO2", "method": "ωB97M-V with the def2-TZVPD basis set", "elements": ["O", "C", "C", "N", "C", "C", "O", "C", "H", "H", "H", "H", "H", "H", "H", "H", "H"], "coordinates": [[-0.102, 1.854, -0.627], [-0.385, 0.549, -0.246], [-0.842, -0.376, -1.340], [0.019, -1.380, -0.748], [0.831, -0.367, -0.061], [1.205, -0.303, 1.410], [0.124, 0.486, 2.038], [-0.982, 0.362, 1.007], [-0.156, 1.684, -1.749], [-2.044, -0.430, -1.263], [-0.716, 0.195, -2.366], [0.827, -1.616, -1.531], [1.615, -0.120, -0.700], [2.239, 0.276, 1.606], [1.575, -1.361, 1.827], [-1.408, -0.654, 1.385], [-1.800, 1.200, 1.357]], "atomic_forces_ev_per_a": [[-0.8, 0.1, -5.0], [2.5, 0.5, -2.3], [-4.2, 2.3, -0.4], [3.7, -3.3, -3.9], [-0.6, 1.3, 1.3], [2.6, -0.2, 1.3], [0.5, -1.4, -1.8], [-3.6, 0.9, 7.7], [0.5, 1.6, 4.9], [2.6, -0.9, -0.4], [0.5, -1.8, 1.4], [-3.4, -0.6, 2.1], [1.6, 0.9, -0.7], [-2.4, -0.8, -0.8], [-1.9, 1.9, -0.3], [0.4, 1.5, -2.0], [2.1, -1.9, -1.1]], "smiles": "O[C@@]12CN[C@@H]1COC2", "mol_weight_g_mol": 115.13, "homo_energy_ev": -9.48, "lumo_ev": 0.52, "homo_lumo_gap_ha": 0.3675, "e_above_lowest_kcal_mol": 132.9}

[3]
{"formula": "C10H7F3O", "method": "ωB97M-V with the def2-TZVPD basis set", "elements": ["C", "C", "C", "C", "C", "C", "C", "C", "C", "C", "O", "F", "F", "F", "H", "H", "H", "H", "H", "H", "H"], "coordinates": [[2.285, 1.631, -0.286], [3.099, 0.532, 0.098], [0.931, 1.391, -0.489], [2.628, -0.770, 0.206], [0.508, 0.065, -0.469], [1.351, -1.030, -0.192], [-1.045, -0.065, -0.649], [1.015, -2.332, -0.376], [-1.743, -0.955, 0.257], [-3.187, -1.101, 0.125], [-1.624, 0.585, -1.570], [1.707, -3.428, -0.148], [-0.154, -2.759, -0.927], [-1.129, -1.659, 1.262], [2.543, 2.698, -0.447], [4.213, 0.753, 0.295], [0.252, 2.167, -0.664], [3.395, -1.582, 0.539], [-3.519, -0.880, -0.928], [-3.676, -0.586, 1.056], [-3.481, -2.236, 0.473]], "atomic_forces_ev_per_a": [[-0.3, 0.2, 0.0], [2.0, 1.3, 0.2], [1.5, -2.3, 0.3], [4.5, 0.5, 1.0], [-3.3, 1.0, -0.2], [-1.0, -0.2, -0.2], [1.6, 0.1, -1.1], [-2.5, -2.5, -1.2], [0.0, 0.4, -0.4], [-1.6, -2.7, 2.4], [0.7, -1.4, 2.3], [0.7, 0.6, 0.4], [0.9, 0.8, 0.4], [-0.6, 1.2, -1.2], [0.7, -1.0, 0.5], [-1.9, -0.5, -0.2], [-0.9, 0.9, -0.4], [-1.8, 1.4, -0.8], [0.0, 0.1, 1.6], [0.4, -0.2, -2.1], [0.8, 2.4, -1.3]], "mol_weight_g_mol": 200.16, "homo_energy_ev": [-7.36, -8.72], "lumo_ev": [-1.13, -0.70], "homo_lumo_gap_ha": [0.2289, 0.2944], "e_above_lowest_kcal_mol": 79.3}

[4]
{"formula": "C28H48Cl2N5O6PS3", "method": "ωB97M-V with the def2-TZVPD basis set", "elements": ["C", "C", "C", "Cl", "C", "C", "Cl", "C", "C", "N", "C", "P", "C", "C", "C", "C", "N", "C", "C", "C", "C", "N", "N", "N", "H", "H", "H", "H", "H", "H", "H", "H", "H", "H", "H", "H", "H", "H", "H", "H", "H", "H", "H", "H", "H", "H", "H", "H", "O", "S", "O", "C", "C", "C", "C", "H", "H", "H", "H", "H", "H", "H", "H", "O", "S", "O", "C", "C", "C", "C", "H", "H", "H", "H", "H", "H", "H", "H", "O", "S", "O", "C", "C", "C", "C", "H", "H", "H", "H", "H", "H", "H", "H"], "coordinates": [[0.953, -1.529, -0.404], [2.108, -0.798, -1.078], [1.891, 0.717, -1.233], [2.533, 1.311, -2.803], [0.479, 1.158, -0.969], [-0.581, 0.960, -1.890], [-0.339, 0.084, -3.372], [-1.844, 1.393, -1.657], [-2.156, 2.034, -0.454], [-3.438, 2.466, -0.242], [-3.657, 3.061, 0.900], [-5.284, 3.789, 1.295], [-5.920, 2.701, 2.625], [-6.326, 3.517, -0.194], [-7.694, 2.904, 0.117], [-2.629, 3.208, 1.873], [-1.418, 2.785, 1.697], [-1.142, 2.200, 0.495], [0.178, 1.762, 0.227], [1.196, 1.987, 1.310], [1.697, 3.450, 1.386], [1.395, 4.008, 2.700], [1.081, 4.273, 0.354], [3.153, 3.430, 1.148], [0.618, -1.011, 0.490], [0.117, -1.664, -1.087], [1.297, -2.506, -0.087], [2.984, -0.932, -0.446], [2.359, -1.255, -2.030], [2.531, 1.222, -0.527], [-2.608, 1.236, -2.396], [-5.793, 1.637, 2.437], [-6.970, 2.919, 2.785], [-5.404, 2.972, 3.541], [-5.787, 2.889, -0.897], [-6.443, 4.499, -0.641], [-8.220, 3.506, 0.853], [-8.262, 2.849, -0.802], [-7.560, 1.897, 0.501], [-2.855, 3.708, 2.806], [2.029, 1.300, 1.247], [0.681, 1.754, 2.239], [1.225, 5.004, 2.642], [0.553, 3.587, 3.071], [1.116, 5.254, 0.580], [1.499, 4.097, -0.548], [3.520, 4.307, 1.497], [3.608, 2.671, 1.647], [4.539, 0.868, 2.285], [4.793, 0.042, 3.445], [5.587, 0.547, 4.534], [3.226, -0.571, 4.054], [3.024, -1.882, 3.295], [4.387, -2.588, 3.305], [5.438, -1.548, 2.911], [2.457, 0.176, 3.870], [3.336, -0.740, 5.125], [2.249, -2.492, 3.757], [2.722, -1.676, 2.267], [4.592, -2.967, 4.308], [4.422, -3.432, 2.620], [6.394, -1.707, 3.402], [5.575, -1.505, 1.831], [4.789, -3.513, 0.156], [5.204, -4.894, 0.214], [4.855, -5.716, 1.345], [4.718, -5.706, -1.304], [5.901, -5.484, -2.242], [7.160, -5.728, -1.396], [6.978, -4.969, -0.075], [3.786, -5.270, -1.659], [4.577, -6.762, -1.077], [5.855, -6.149, -3.102], [5.895, -4.456, -2.611], [7.264, -6.795, -1.197], [8.061, -5.401, -1.911], [7.442, -5.475, 0.767], [7.341, -3.945, -0.140], [-7.409, 1.705, -2.692], [-6.871, 0.378, -2.541], [-7.126, -0.410, -1.363], [-7.310, -0.552, -4.008], [-6.166, -0.278, -4.980], [-4.878, -0.368, -4.150], [-5.104, 0.438, -2.865], [-8.282, -0.218, -4.363], [-7.353, -1.605, -3.728], [-6.168, -0.988, -5.805], [-6.268, 0.725, -5.399], [-4.678, -1.412, -3.900], [-4.015, 0.007, -4.698], [-4.584, 0.020, -2.007], [-4.830, 1.485, -2.985]], "atomic_forces_ev_per_a": [[0.2, -0.1, -0.1], [0.1, -0.1, 0.4], [0.1, -0.2, 0.0], [0.1, 0.2, -0.1], [-0.1, 0.3, -0.3], [0.1, -0.2, -0.1], [0.1, -0.1, -0.1], [-0.1, 0.0, -0.3], [-0.2, 0.2, 0.1], [0.4, 0.0, 0.0], [-0.6, -0.4, -0.1], [-0.1, 1.2, 0.2], [0.2, -0.3, -0.1], [0.0, -0.4, 0.2], [0.5, 0.3, 0.0], [0.1, 0.0, 0.0], [0.1, -0.1, 0.0], [-0.2, 0.0, 0.2], [0.3, 0.0, 0.1], [-0.5, 0.0, 0.2], [0.9, 0.4, -0.2], [-0.1, -0.3, 0.2], [-0.6, -0.2, 0.1], [-0.4, -0.2, -0.2], [-0.1, 0.1, 0.1], [-0.2, 0.0, 0.1], [0.0, -0.3, 0.0], [0.2, 0.0, 0.0], [-0.1, 0.0, -0.2], [0.1, 0.1, 0.0], [-0.1, 0.0, -0.1], [-0.1, -0.1, 0.0], [-0.2, 0.0, 0.0], [0.1, 0.0, 0.1], [0.1, 0.0, -0.1], [0.0, 0.1, -0.2], [-0.2, 0.0, 0.1], [-0.2, 0.0, 0.0], [-0.2, -0.2, 0.1], [0.0, 0.0, 0.1], [0.2, 0.0, 0.0], [0.1, 0.0, 0.2], [0.1, 0.1, 0.0], [-0.2, 0.1, -0.1], [0.2, 0.1, -0.1], [0.2, 0.1, 0.0], [0.2, 0.0, 0.0], [0.0, 0.2, 0.2], [0.0, 0.0, 0.0], [0.0, -0.1, 0.1], [0.0, 0.2, 0.0], [-0.2, -0.2, -0.1], [0.1, 0.0, 0.0], [0.0, 0.0, 0.1], [0.0, -0.2, -0.1], [0.1, 0.1, 0.0], [0.0, 0.0, 0.0], [0.0, 0.0, 0.0], [0.0, 0.0, 0.0], [0.0, 0.0, 0.0], [-0.1, 0.0, 0.0], [0.0, 0.1, 0.0], [-0.1, 0.1, 0.0], [-0.1, 0.1, 0.1], [0.1, -0.2, -0.2], [-0.1, 0.1, 0.1], [0.0, 0.0, -0.3], [0.1, 0.1, 0.1], [-0.1, 0.0, 0.0], [0.2, -0.1, -0.2], [0.0, 0.0, 0.1], [0.0, 0.0, 0.0], [0.0, 0.0, 0.0], [0.0, 0.0, 0.0], [0.0, 0.0, 0.0], [0.0, 0.0, 0.0], [-0.1, 0.1, 0.1], [-0.1, 0.0, 0.0], [-0.1, 0.1, 0.1], [0.2, -0.3, -0.3], [-0.1, 0.2, 0.1], [0.1, -0.1, -0.2], [0.1, 0.1, 0.1], [-0.1, 0.0, 0.0], [0.2, -0.1, -0.1], [0.0, 0.0, 0.1], [0.0, 0.0, 0.0], [0.0, 0.0, 0.0], [0.0, 0.0, 0.0], [0.0, 0.0, 0.0], [0.0, 0.0, 0.0], [-0.1, 0.1, 0.1], [-0.1, 0.0, 0.1]], "smiles": "CC[C@@H](Cl)c1c(Cl)cc2nc(P(C)CC)cnc2c1CC(N)(N)N.O=S1(=O)CCCC1.O=S1(=O)CCCC1.O=S1(=O)CCCC1", "mol_weight_g_mol": 748.80, "homo_energy_ev": -7.95, "lumo_ev": -0.17, "homo_lumo_gap_ha": 0.2861}

[5]
{"formula": "CH2Cl2FN", "method": "ωB97M-V with the def2-TZVPD basis set", "elements": ["C", "N", "F", "Cl", "Cl", "H", "H"], "coordinates": [[2.435, 0.025, -0.310], [0.087, -0.443, 0.371], [2.250, -0.031, -1.585], [2.836, 1.616, 0.328], [3.199, -1.288, 0.436], [-0.483, 0.326, 0.763], [-0.197, -0.840, -0.474]], "atomic_forces_ev_per_a": [[-3.2, 0.7, 2.1], [3.2, 0.6, 2.4], [0.5, 0.0, -0.6], [-0.2, -1.0, -0.6], [0.0, 0.1, -0.3], [0.6, -0.2, -1.1], [-0.9, -0.1, -1.8]], "mol_weight_g_mol": 117.94, "homo_energy_ev": [-8.61, -8.59], "lumo_ev": [-1.15, -1.15], "homo_lumo_gap_ha": [0.2741, 0.2736], "e_above_lowest_kcal_mol": 90.5}

[6]
{"formula": "C30H33N3O5S", "method": "ωB97M-V with the def2-TZVPD basis set", "elements": ["C", "C", "C", "O", "C", "C", "C", "C", "N", "C", "O", "C", "C", "N", "C", "C", "C", "C", "C", "C", "O", "C", "C", "O", "C", "C", "C", "S", "N", "C", "C", "C", "C", "C", "C", "C", "O", "C", "C", "H", "H", "H", "H", "H", "H", "H", "H", "H", "H", "H", "H", "H", "H", "H", "H", "H", "H", "H", "H", "H", "H", "H", "H", "H", "H", "H", "H", "H", "H", "H", "H", "H"], "coordinates": [[5.139, -7.956, 0.229], [3.782, -7.966, -0.462], [3.163, -6.573, -0.498], [1.913, -6.673, -1.149], [1.160, -5.553, -1.305], [-0.062, -5.729, -1.960], [-0.911, -4.664, -2.164], [-0.546, -3.397, -1.723], [-1.412, -2.292, -1.926], [-2.042, -2.022, -3.120], [-2.033, -2.722, -4.097], [-2.746, -0.682, -2.980], [-2.719, -0.386, -1.483], [-2.492, 1.002, -1.134], [-3.568, 1.674, -0.431], [-3.487, 1.464, 1.094], [-2.272, 2.132, 1.677], [-1.100, 1.427, 1.867], [0.039, 2.070, 2.330], [0.023, 3.424, 2.615], [1.082, 4.150, 3.062], [2.312, 3.492, 3.233], [-1.177, 4.149, 2.439], [-1.111, 5.475, 2.750], [-2.275, 6.249, 2.631], [-2.302, 3.496, 1.969], [-1.218, 1.470, -1.222], [-0.035, 0.435, -1.772], [-1.008, 2.778, -0.961], [0.158, 3.514, -0.726], [-0.020, 4.880, -0.500], [1.054, 5.694, -0.210], [2.331, 5.160, -0.147], [2.513, 3.809, -0.380], [1.440, 2.983, -0.667], [-1.643, -1.341, -0.937], [-1.318, -1.439, 0.222], [0.667, -3.210, -1.081], [1.516, -4.281, -0.867], [5.043, -7.608, 1.255], [5.561, -8.957, 0.244], [5.830, -7.299, -0.293], [3.098, -8.636, 0.061], [3.884, -8.327, -1.486], [3.030, -6.194, 0.525], [3.822, -5.883, -1.044], [-0.323, -6.719, -2.297], [-1.850, -4.810, -2.674], [-3.747, -0.725, -3.407], [-2.165, 0.056, -3.536], [-3.658, -0.698, -1.015], [-3.573, 2.743, -0.663], [-4.509, 1.269, -0.810], [-3.441, 0.392, 1.295], [-4.397, 1.866, 1.542], [-1.059, 0.372, 1.642], [0.942, 1.496, 2.459], [2.671, 3.065, 2.291], [3.009, 4.258, 3.570], [2.246, 2.704, 3.991], [-1.998, 7.250, 2.957], [-3.081, 5.872, 3.270], [-2.629, 6.296, 1.594], [-3.227, 4.037, 1.830], [-1.834, 3.321, -0.747], [-1.016, 5.301, -0.545], [0.895, 6.745, -0.024], [3.174, 5.792, 0.084], [3.505, 3.382, -0.338], [1.602, 1.933, -0.833], [0.949, -2.225, -0.749], [2.453, -4.108, -0.363]], "atomic_forces_ev_per_a": [[-0.2, 0.0, -0.1], [-0.1, 0.3, 0.0], [0.3, -0.2, 0.1], [-0.1, 0.0, -0.1], [-0.2, 0.1, -0.1], [0.2, -0.1, 0.1], [0.1, 0.0, 0.1], [0.2, -0.2, 0.1], [0.1, -0.5, 0.2], [-0.4, 0.5, -0.2], [0.1, -0.1, -0.2], [-0.1, -0.1, -0.1], [0.2, 0.0, -0.3], [0.1, 0.1, 0.2], [-0.2, 0.1, 0.4], [0.1, 0.1, -0.3], [0.1, -0.3, 0.2], [-0.3, 0.0, 0.1], [0.2, 0.3, 0.2], [0.0, 0.1, 0.1], [-0.4, 0.1, -0.1], [0.2, -0.1, 0.0], [0.2, 0.1, 0.1], [0.3, -0.4, 0.0], [-0.2, 0.1, 0.0], [0.0, 0.1, 0.0], [0.3, 0.0, -0.4], [0.7, 0.3, -0.4], [-0.9, 0.1, 0.0], [0.5, 0.2, -0.1], [0.0, -0.1, -0.1], [0.0, 0.0, 0.0], [0.1, 0.0, 0.0], [0.0, 0.2, 0.0], [0.0, -0.2, 0.0], [-0.8, -0.1, 0.4], [-0.1, -0.1, 0.0], [-0.3, 0.0, -0.2], [0.2, -0.3, 0.0], [0.1, 0.0, 0.1], [0.1, 0.0, 0.0], [0.1, 0.1, 0.0], [0.0, 0.0, 0.0], [-0.1, 0.0, 0.0], [0.0, 0.0, -0.1], [-0.1, 0.0, 0.1], [0.0, -0.1, 0.0], [-0.1, 0.0, 0.0], [0.0, -0.1, 0.0], [0.0, -0.1, 0.0], [0.1, 0.0, 0.0], [-0.1, -0.1, 0.0], [0.1, 0.1, 0.0], [-0.1, 0.0, 0.0], [-0.1, 0.0, 0.0], [0.0, -0.1, -0.1], [0.2, 0.0, 0.0], [0.0, 0.0, 0.1], [0.0, -0.1, 0.0], [0.0, 0.0, 0.0], [-0.1, 0.0, 0.0], [0.0, 0.0, 0.0], [0.0, 0.0, 0.0], [-0.1, 0.1, 0.0], [0.2, -0.2, 0.0], [-0.1, 0.0, 0.0], [0.0, 0.1, 0.0], [0.1, 0.1, 0.0], [0.1, 0.0, 0.0], [0.0, 0.0, 0.0], [0.0, 0.1, 0.1], [0.1, 0.0, 0.0]], "smiles": "CCCOc1ccc(N2C(=O)C[C@H](N(CCc3ccc(OC)c(OC)c3)C(=S)Nc3ccccc3)C2=O)cc1", "mol_weight_g_mol": 547.68, "homo_energy_ev": -7.81, "lumo_ev": 0.39, "homo_lumo_gap_ha": 0.3014, "e_above_lowest_kcal_mol": 0.0}

Number 1: E_tot -3596.99342 a.u.. Number 2: E_tot -400.96495 a.u.. Number 3: E_tot -759.95178 a.u.. Number 4: E_tot -4277.24024 a.u.. Number 5: E_tot -1114.15386 a.u.. Number 6: E_tot -2101.66473 a.u..